DFT (the ωB97M-V functional and the def2-TZVPD basis) results for C3H8OSi in the gas phase in a non-equilibrium geometry.

Energy above the lowest of the compared OMol25 structures with the same formula, charge and spin, kcal per mole: 32.70
Strongest force on any atom, eV/Å: 2.637
Calculated total energy, Ha: -483.7905
Total charge: 0
Gap between HOMO and LUMO, eV: 9.606
Structure (SMILES): C[SiH](C)C=O

Structure (XYZ):
```
13
Properties=species:S:1:pos:R:3:forces:R:3:lowdin_charge:R:1
C 1.752426 -0.279500 0.209934 0.8 0.6 1.2 -0.2060
Si -0.072116 0.298871 0.458083 0.3 -1.7 -0.9 0.6410
C -1.493934 -0.943152 0.483944 1.5 -0.5 -0.4 -0.2227
C -0.363642 1.374020 -1.077503 1.3 -0.7 -0.8 -0.3411
O 0.445516 2.186997 -1.481641 -0.5 0.2 0.3 -0.0330
H 1.980555 -1.204937 -0.315554 -0.6 0.0 -0.4 0.0148
H 2.222454 0.577950 -0.347459 -0.3 -0.8 0.5 0.0303
H 2.352086 -0.440445 1.171800 -1.0 0.6 -1.0 0.0428
H -0.328926 1.061211 1.569140 0.2 1.6 2.1 -0.0460
H -1.340803 -1.495532 -0.431778 0.4 -1.2 0.0 0.0185
H -1.661465 -1.562207 1.372040 0.3 0.0 -0.4 0.0356
H -2.405947 -0.529279 0.184662 -1.6 1.4 0.2 -0.0015
H -1.086204 0.956003 -1.795669 -0.7 0.4 -0.3 0.0673
```
Positions in Å, forces in eV/Å.